Record 1
Formula: C5H10NS
Source: the OMol25 dataset
Level of theory: ωB97M-V with the def2-TZVPD basis set

Results
Calculated total energy ... -17663.0277 eV
Net charge ... +1
Lowest unoccupied orbital energy ... -0.1118 hartree
SMILES ... C=C[C@H](S)[NH+]1CC1
2S+1 ... 1
HOMO energy ... -0.51013 Eh
Energy above the lowest of the compared OMol25 structures with the same formula, charge and spin ... 3.295 eV

Each line ends with the Löwdin charge.
Positions of all 17 atoms, in Å:
C1 1.797 2.064 -0.516  0.0509
C2 1.141 0.919 -0.621  -0.2055
C3 0.602 0.114 0.548  -0.5881
S1 1.415 -1.510 0.626  0.8522
N1 -0.890 -0.039 0.388  -0.0359
C4 -1.515 -0.692 -0.859  0.0017
C5 -1.629 -1.306 0.461  -0.0841
H1 2.237 2.504 -1.355  0.0566
H2 2.052 2.521 0.449  0.0894
H3 1.167 0.539 -1.734  0.1518
H4 0.774 0.596 1.457  0.0959
H5 0.936 -1.761 1.909  -0.0574
H6 -1.296 0.785 0.767  0.1751
H7 -0.800 -0.965 -1.623  0.1236
H8 -2.290 -0.149 -1.329  0.1214
H9 -2.763 -1.522 0.729  0.1936
H10 -0.938 -2.097 0.703  0.0587


Record 2
Formula: C32H33CaF6N4O6P2S6
Source: the OMol25 dataset
Level of theory: ωB97M-V with the def2-TZVPD basis set

Results
Calculated total energy ... -170303.8989 eV
Net charge ... -2
Lowest unoccupied orbital energy (spin up / spin down) ... 0.1554 / 0.1554 hartree
2S+1 ... 2
HOMO energy (spin up / spin down) ... -0.00443 / -0.06986 Eh
Energy above the lowest of the compared OMol25 structures with the same formula, charge and spin ... 2.441 eV

Each line ends with the Löwdin charge.
Positions of all 90 atoms, in Å:
Ca1 1.024 -0.072 -0.201  1.0636
C1 -2.112 -3.674 -3.819  -0.4867
S1 -2.543 -3.643 -2.074  0.7638
C2 -1.380 -2.482 -1.349  -1.1008
S2 -0.458 -1.429 -2.370  0.4995
N1 -1.404 -2.578 -0.065  -0.1364
N2 -0.612 -1.668 0.598  -0.1691
C3 -0.623 -1.852 1.910  -0.1749
C4 0.180 -1.111 2.790  -0.3378
C5 0.047 -1.280 4.198  -0.0751
C6 0.771 -0.509 5.058  -0.1331
C7 1.637 0.479 4.525  -0.1138
C8 1.727 0.580 3.154  -0.2250
N3 1.076 -0.194 2.284  -0.0525
H1 -2.906 -4.236 -4.318  0.0150
H2 -1.156 -4.161 -4.009  0.0210
H3 -2.074 -2.667 -4.229  -0.0127
H4 -1.287 -2.607 2.327  0.0988
H5 -0.651 -2.024 4.567  0.0950
H6 0.667 -0.636 6.129  0.0843
H7 2.204 1.152 5.155  0.0781
H8 2.350 1.344 2.700  0.0859
C9 -1.563 2.258 6.440  -0.0873
C10 -2.240 2.302 5.085  -0.3492
O1 -1.852 3.500 4.428  -0.4312
P1 -1.999 3.753 2.789  0.6283
S3 0.179 2.710 0.695  -0.1354
S4 -1.353 1.947 1.921  0.0616
O2 -3.659 3.718 2.649  -0.4401
C11 -4.507 2.580 2.550  -0.3481
C12 -5.660 2.885 1.614  -0.0774
H9 -1.840 1.350 6.980  0.0693
H10 -1.845 3.123 7.044  0.0674
H11 -0.482 2.258 6.304  0.0673
H12 -3.331 2.291 5.197  0.0992
H13 -1.938 1.431 4.495  0.0744
H14 -4.891 2.351 3.551  0.1004
H15 -3.942 1.710 2.202  0.0611
H16 -6.304 3.661 2.033  0.0699
H17 -6.264 1.991 1.437  0.0683
H18 -5.292 3.228 0.648  0.0594
F1 4.125 -0.765 1.685  0.1482
C13 4.963 0.153 1.229  -0.6849
F2 4.917 1.222 2.027  0.1330
F3 6.201 -0.341 1.261  0.1319
S5 4.518 0.659 -0.490  0.5839
O3 3.139 1.078 -0.441  -0.4089
O4 5.495 1.645 -0.820  -0.2599
N4 4.695 -0.696 -1.258  -0.2917
S6 3.448 -1.430 -1.892  0.5612
O5 2.504 -1.866 -0.900  -0.3947
O6 2.937 -0.782 -3.056  -0.2767
C14 4.278 -2.980 -2.464  -0.6850
F4 3.402 -3.652 -3.206  0.1424
F5 4.654 -3.745 -1.449  0.1482
F6 5.343 -2.708 -3.217  0.1329
C15 -5.495 -1.123 -1.751  -0.1149
C16 -4.955 -0.393 -0.704  -0.0875
C17 -3.862 0.434 -0.918  -0.0954
C18 -3.299 0.563 -2.188  -0.3569
C19 -3.816 -0.221 -3.218  -0.1121
C20 -4.911 -1.044 -3.004  -0.1144
P2 -1.783 1.596 -2.310  1.0672
C21 -1.337 1.517 -4.088  -0.3956
C22 -0.003 1.261 -4.391  -0.1178
C23 0.429 1.185 -5.708  -0.0804
C24 -0.473 1.357 -6.746  -0.1061
C25 -1.809 1.611 -6.462  -0.0987
C26 -2.233 1.690 -5.145  -0.1367
C27 -2.482 3.308 -2.211  -0.3300
C28 -2.461 4.253 -3.236  -0.0956
C29 -2.907 5.552 -3.027  -0.1092
C30 -3.378 5.942 -1.784  -0.1106
C31 -3.372 5.025 -0.741  -0.0887
C32 -2.913 3.736 -0.953  -0.1309
H19 -6.334 -1.788 -1.579  0.0921
H20 -5.353 -0.492 0.300  0.0968
H21 -3.410 0.934 -0.070  0.0607
H22 -3.337 -0.223 -4.187  0.0839
H23 -5.281 -1.654 -3.820  0.0970
H24 0.709 1.095 -3.594  0.0805
H25 1.470 0.970 -5.914  0.1021
H26 -0.139 1.284 -7.775  0.0903
H27 -2.521 1.747 -7.269  0.0927
H28 -3.274 1.899 -4.929  0.1085
H29 -2.085 3.991 -4.212  0.0835
H30 -2.878 6.260 -3.848  0.0896
H31 -3.718 6.958 -1.616  0.0891
H32 -3.686 5.313 0.256  0.0940
H33 -2.849 3.066 -0.105  0.0292


Record 3
Formula: C28H88N6O13
Source: the OMol25 dataset
Level of theory: ωB97M-V with the def2-TZVPD basis set

Results
Calculated total energy ... -66015.2438 eV
Net charge ... 0
Lowest unoccupied orbital energy ... 0.0063 hartree
2S+1 ... 1
HOMO energy ... -0.32042 Eh
Energy above the lowest of the compared OMol25 structures with the same formula, charge and spin ... 3.048 eV

Each line ends with the Löwdin charge.
Positions of all 135 atoms, in Å:
C1 -1.478 -3.072 0.814  -0.0892
C2 -2.185 -2.029 -0.030  -0.3069
O1 -3.161 -1.405 0.833  -0.0829
H1 -0.491 -3.376 0.344  0.0117
H2 -2.032 -3.986 1.028  0.0889
H3 -1.058 -2.763 1.772  0.0744
H4 -2.736 -2.452 -0.867  0.0931
H5 -1.555 -1.280 -0.489  0.0461
H6 -3.559 -0.699 0.311  0.0725
C3 0.337 -0.316 -0.009  -0.0591
C4 1.239 -0.469 1.202  -0.2966
O2 1.989 0.738 1.345  -0.0933
H7 -0.268 -1.198 -0.221  0.0261
H8 0.919 -0.094 -0.904  0.0679
H9 -0.289 0.570 0.122  0.0899
H10 1.879 -1.341 1.038  0.0931
H11 0.711 -0.739 2.116  0.0737
H12 2.216 0.772 2.284  0.0301
C5 -3.343 1.177 -5.966  -0.0604
C6 -3.859 0.328 -4.833  -0.4478
C7 -3.296 0.788 -3.489  -0.1703
O3 -1.866 0.803 -3.470  -0.2367
C8 -1.276 -0.500 -3.572  -0.0690
N1 -5.333 0.340 -4.826  0.0310
H13 -3.712 0.902 -6.955  0.0800
H14 -2.254 1.218 -6.026  0.0611
H15 -3.664 2.209 -5.794  0.0877
H16 -3.594 -0.723 -4.963  0.1226
H17 -3.683 0.276 -2.605  0.1236
H18 -3.543 1.848 -3.384  0.1321
H19 -1.365 -1.050 -2.633  0.0574
H20 -0.224 -0.342 -3.808  0.0962
H21 -1.700 -1.128 -4.356  0.0837
H22 -5.686 0.156 -5.758  0.0670
H23 -5.623 1.302 -4.671  0.0679
C9 -0.194 -3.048 5.531  -0.0701
C10 1.300 -3.392 5.794  -0.3930
C11 2.120 -2.554 4.812  -0.2168
O4 3.418 -3.094 4.717  -0.1955
C12 4.346 -2.315 3.971  -0.0814
N2 1.537 -3.105 7.217  0.0237
H24 -0.804 -3.379 6.372  0.0675
H25 -0.554 -3.575 4.642  0.0655
H26 -0.451 -1.999 5.370  0.0722
H27 1.491 -4.455 5.657  0.1381
H28 2.167 -1.489 5.067  0.1183
H29 1.629 -2.618 3.834  0.1120
H30 5.162 -2.903 3.557  0.0863
H31 4.684 -1.585 4.710  0.0892
H32 3.813 -1.877 3.122  0.0803
H33 0.847 -3.610 7.758  0.0589
H34 1.361 -2.130 7.429  0.0670
C13 -1.023 -3.781 -2.534  -0.0523
C14 -0.421 -5.155 -2.394  -0.3786
C15 0.846 -5.204 -3.290  -0.1938
O5 0.464 -5.005 -4.647  -0.1922
C16 1.518 -5.284 -5.557  -0.0939
N3 -0.187 -5.480 -0.972  0.0382
H35 -1.739 -3.547 -1.764  0.0389
H36 -1.535 -3.718 -3.496  0.0942
H37 -0.302 -2.961 -2.551  0.0870
H38 -1.080 -5.935 -2.785  0.1406
H39 1.360 -6.168 -3.212  0.1195
H40 1.523 -4.400 -2.985  0.1117
H41 2.216 -4.442 -5.598  0.0913
H42 1.061 -5.217 -6.544  0.0890
H43 1.974 -6.246 -5.327  0.0868
H44 0.159 -6.434 -0.881  0.0961
H45 -1.110 -5.678 -0.591  0.0935
C17 -1.055 0.603 2.953  -0.0514
C18 -2.366 0.941 3.620  -0.4007
C19 -2.260 2.189 4.507  -0.1955
O6 -1.253 1.910 5.462  -0.2141
C20 -1.013 2.888 6.482  -0.0812
N4 -3.380 1.301 2.621  0.0397
H46 -0.706 1.207 2.116  0.0802
H47 -0.971 -0.433 2.621  0.0559
H48 -0.241 0.641 3.683  0.0664
H49 -2.735 0.103 4.216  0.1410
H50 -3.222 2.353 5.005  0.1277
H51 -1.958 3.075 3.944  0.0968
H52 -0.360 2.552 7.285  0.0824
H53 -1.954 3.141 6.979  0.0864
H54 -0.564 3.769 6.016  0.0746
H55 -3.565 0.500 2.025  0.0396
H56 -4.271 1.363 3.107  0.0717
C21 1.333 4.083 0.362  -0.0721
C22 1.411 4.859 1.653  -0.4243
C23 -0.011 5.040 2.302  -0.2148
O7 0.062 5.594 3.587  -0.1929
C24 -1.216 5.932 4.094  -0.1061
N5 2.326 4.278 2.607  0.0522
H57 0.829 3.115 0.421  0.0680
H58 2.349 3.908 0.009  0.0777
H59 0.728 4.590 -0.390  0.0748
H60 1.744 5.885 1.476  0.1348
H61 -0.515 4.064 2.332  0.1122
H62 -0.629 5.593 1.584  0.1245
H63 -1.906 5.088 4.138  0.0663
H64 -1.573 6.763 3.481  0.0925
H65 -1.097 6.267 5.124  0.0878
H66 2.118 4.576 3.555  0.0626
H67 2.087 3.291 2.686  0.0440
C25 1.895 4.148 -3.434  -0.0464
C26 0.589 3.393 -3.716  -0.4196
C27 0.578 2.702 -5.064  -0.1805
O8 0.949 3.593 -6.124  -0.1900
C28 0.986 3.015 -7.387  -0.1402
N6 0.373 2.413 -2.658  0.0656
H68 2.748 3.478 -3.559  0.0866
H69 1.863 4.478 -2.396  0.0494
H70 1.987 5.035 -4.059  0.0768
H71 -0.201 4.142 -3.634  0.1414
H72 -0.456 2.467 -5.334  0.1074
H73 1.237 1.829 -5.080  0.1340
H74 1.358 3.680 -8.165  0.0856
H75 0.025 2.596 -7.712  0.0795
H76 1.651 2.141 -7.406  0.0851
H77 -0.497 1.916 -2.865  0.0411
H78 1.093 1.697 -2.662  0.0486
O9 2.481 1.191 3.975  -0.0299
H79 3.290 1.165 4.495  0.0715
H80 1.797 1.455 4.600  0.0578
O10 2.865 -2.863 -1.143  -0.0445
H81 3.314 -3.652 -1.462  0.0552
H82 2.125 -3.197 -0.621  0.0093
O11 0.825 -3.707 1.012  -0.1268
H83 0.509 -4.203 0.218  0.0082
H84 0.944 -4.388 1.682  0.0805
O12 3.185 -0.914 -3.144  -0.0872
H85 2.998 -0.206 -2.517  -0.0225
H86 3.072 -1.723 -2.627  -0.0251
O13 2.922 1.328 -1.241  -0.0624
H87 2.672 2.256 -1.272  0.0091
H88 2.606 1.026 -0.372  0.0118


Record 4
Formula: C2HCl3OS
Source: the OMol25 dataset
Level of theory: ωB97M-V with the def2-TZVPD basis set

Results
Calculated total energy ... -52538.6565 eV
Net charge ... 0
Lowest unoccupied orbital energy ... -0.0327 hartree
SMILES ... S=C(Cl)Cl.O=CCl
2S+1 ... 1
HOMO energy ... -0.34632 Eh
Energy above the lowest of the compared OMol25 structures with the same formula, charge and spin ... 0.675 eV

Each line ends with the Löwdin charge.
Positions of all 8 atoms, in Å:
S1 2.614 -0.151 1.852  0.6510
C1 1.135 -0.688 2.277  -1.7372
Cl1 0.938 -2.436 2.277  0.5071
Cl2 -0.267 0.057 2.786  0.6567
O1 0.667 -0.155 -0.476  -0.0390
C2 0.338 -1.284 -0.609  -0.8248
Cl3 -1.033 -1.960 0.043  0.6897
H1 0.736 -2.035 -1.331  0.0964


Question: Among the records above, which one has the highest net charge?
Answer: C5H10NS


Question: Which value of 2S+1 does entry 1 give?
Answer: 1


Question: Look up the calculated total energy of the fourth one.
Answer: -52538.6565 eV


Question: The lowest calculated total energy belongs to which entry?
Answer: C32H33CaF6N4O6P2S6